Here is a cluster of 3 separate species, C4H6O2 in total at a distorted geometry from the Open Molecules 2025 dataset. Energies are from the ωB97M-V functional and the def2-TZVPD basis.

structure (SMILES)	C#CO.C#C.O
orbital gap	9.2	eV

Geometry as XYZ:
```
12
C4H6O2 (the ωB97M-V functional and the def2-TZVPD basis)
C 3.02 0.76 0.80
C 1.96 0.54 0.25
O 1.03 0.51 -0.62
H 3.83 0.52 1.45
H 0.48 -0.18 -0.44
C -2.33 1.15 0.97
C -2.13 0.97 -0.19
H -2.73 1.37 1.98
H -1.91 0.67 -1.19
O -0.31 -1.77 -0.84
H -0.66 -1.92 -1.71
H -0.26 -2.62 -0.46
```

Atomic partial charges in e from the Mulliken method, atoms 1 to 8: number 1, C, carries -0.479; number 2, C, carries 0.203; number 3, O, carries -0.397; number 4, H, carries 0.320; number 5, H, carries 0.366; number 6, C, carries -0.361; number 7, C, carries -0.367; number 8, H, carries 0.350

=====

Here is a cluster of 2 separate species, C2H6NO2 in total at a distorted geometry from the Open Molecules 2025 dataset. Energies are from the ωB97M-V functional and the def2-TZVPD basis.

net charge	+2
orbital gap (alpha / beta)	13.0 / 7.5	eV
multiplicity	2

Geometry as XYZ:
```
11
C2H6NO2 (the ωB97M-V functional and the def2-TZVPD basis)
C -1.77 -0.03 1.20
N -1.48 0.04 -0.03
H -1.08 0.07 2.06
H -2.79 -0.24 1.47
H -2.10 0.05 -0.84
H -0.47 -0.09 -0.38
O 0.74 -1.02 -0.85
C 1.76 -0.32 -0.85
O 1.82 0.76 -0.12
H 2.68 -0.44 -1.43
H 2.68 1.22 -0.23
```

Atomic partial charges in e from the Mulliken method, atoms 1 to 8: number 1, C, carries 0.041; number 2, N, carries -0.073; number 3, H, carries 0.285; number 4, H, carries 0.295; number 5, H, carries 0.321; number 6, H, carries 0.203; number 7, O, carries -0.123; number 8, C, carries 0.484

=====

Here is a cluster of 2 separate species, C7H10N2 in total at a distorted geometry from the Open Molecules 2025 dataset. Energies are from the ωB97M-V functional and the def2-TZVPD basis.

orbital gap (alpha / beta)	8.5 / 7.4	eV

Geometry as XYZ:
```
19
C7H10N2 (the ωB97M-V functional and the def2-TZVPD basis)
C -2.12 1.61 1.06
C -0.61 0.63 -0.15
C -1.84 0.30 -0.64
C 2.72 -1.21 -0.83
C 2.19 -0.63 0.20
C -2.27 -0.47 -1.87
C 2.14 -0.53 1.61
N -2.79 0.93 0.13
N -0.75 1.30 0.98
H -2.44 2.27 1.84
H 3.71 -1.81 -0.94
H 2.36 -0.88 -1.91
H -1.70 -0.04 -2.77
H -1.83 -1.60 -1.78
H -3.24 -0.52 -2.21
H 2.92 -0.88 2.15
H 2.39 0.61 1.74
H 1.07 -0.70 1.99
H 0.10 1.62 1.42
```

Atomic partial charges in e from the Mulliken method, atoms 1 to 8: number 1, C, carries -0.256; number 2, C, carries -0.241; number 3, C, carries 0.655; number 4, C, carries -0.627; number 5, C, carries 0.315; number 6, C, carries -1.079; number 7, C, carries -0.928; number 8, N, carries -0.604

=====

Here is a cluster of 5 separate species, C41H60BClO21P2 in total at a distorted geometry from the Open Molecules 2025 dataset. Energies are from the ωB97M-V functional and the def2-TZVPD basis.

structure (SMILES)	C=CC(=O)OCCCCCCc1cc(P(=O)(O)O)c2c(c1P(O)Cl)C(=O)c1cccc(B(O)CC)c1C2=O.CCOC(=O)OC.CCOC(=O)OC.CCOC(=O)OC.CCOC(=O)OC
orbital gap	7.8	eV

Geometry as XYZ:
```
126
C41H60BClO21P2 (the ωB97M-V functional and the def2-TZVPD basis)
C 1.74 -2.08 4.34
C 2.88 -1.72 5.11
C 3.86 -0.62 4.50
O 4.88 -1.05 3.89
O 3.71 0.79 4.62
C 2.32 1.17 4.88
C 2.25 2.78 4.68
C 2.20 3.20 3.12
C 0.83 2.74 2.40
C 1.16 2.01 1.00
C 1.45 0.42 1.20
C 1.87 -0.28 -0.18
C 3.30 -0.01 -0.76
C 3.76 -0.63 -2.12
P 5.49 -0.23 -2.75
O 5.55 0.36 -4.15
O 6.51 -1.62 -2.73
O 6.28 0.90 -1.72
C 2.75 -1.53 -2.86
C 1.32 -1.86 -2.29
C 0.88 -1.23 -0.93
P -0.87 -1.67 -0.28
O -0.64 -2.76 1.06
Cl -1.79 0.12 0.36
C 0.35 -2.81 -3.16
O -0.87 -2.62 -3.30
C 1.09 -4.03 -3.90
C 0.41 -5.41 -4.02
C 1.17 -6.56 -4.75
C 2.60 -6.24 -5.27
C 3.29 -4.86 -5.15
B 4.79 -4.68 -5.74
O 5.76 -3.69 -5.26
C 5.31 -5.63 -6.97
C 6.36 -6.68 -6.28
C 2.52 -3.71 -4.46
C 3.08 -2.21 -4.29
O 3.67 -1.62 -5.22
H 1.77 -2.02 3.19
H 0.79 -2.43 4.85
H 3.05 -2.26 6.10
H 2.15 1.01 6.01
H 1.55 0.64 4.24
H 3.17 3.23 5.19
H 1.31 3.22 5.16
H 2.35 4.34 3.04
H 3.13 2.72 2.64
H 0.20 3.69 2.26
H 0.24 2.00 3.06
H 0.40 2.23 0.18
H 2.17 2.45 0.65
H 0.60 -0.11 1.73
H 2.37 0.36 1.90
H 3.96 0.69 -0.15
H 7.45 -1.33 -2.81
H 5.95 0.82 -0.80
H -0.95 -2.34 1.90
H -0.64 -5.65 -3.65
H 0.69 -7.59 -4.89
H 3.16 -7.09 -5.81
H 5.94 -3.96 -4.33
H 4.46 -6.18 -7.50
H 5.90 -4.97 -7.71
H 7.22 -6.05 -5.82
H 5.81 -7.13 -5.38
H 6.75 -7.46 -7.00
C -3.42 2.95 2.22
C -3.59 1.51 2.66
O -3.49 1.39 4.08
C -4.58 1.75 4.77
O -5.62 2.16 4.31
O -4.31 1.62 6.08
C -5.36 2.07 6.94
H -2.49 3.36 2.62
H -3.41 3.02 1.13
H -4.24 3.57 2.59
H -2.79 0.90 2.23
H -4.53 1.08 2.30
H -6.31 1.60 6.68
H -5.44 3.16 6.89
H -5.10 1.79 7.96
C 3.18 -3.28 -8.77
C 1.68 -3.29 -8.96
O 1.32 -2.90 -10.29
C 1.48 -3.84 -11.23
O 1.87 -4.97 -11.05
O 1.14 -3.30 -12.42
C 1.35 -4.17 -13.52
H 3.60 -2.31 -9.05
H 3.44 -3.49 -7.73
H 3.67 -4.03 -9.40
H 1.22 -2.56 -8.28
H 1.25 -4.27 -8.71
H 0.85 -5.14 -13.37
H 2.42 -4.32 -13.69
H 0.92 -3.70 -14.41
C -0.47 9.34 5.99
C -1.20 8.06 6.38
O -0.37 6.91 6.18
C 0.56 6.70 7.12
O 0.74 7.37 8.10
O 1.27 5.62 6.76
C 2.36 5.33 7.64
H -0.09 9.26 4.97
H -1.14 10.20 6.06
H 0.38 9.52 6.65
H -2.08 7.94 5.73
H -1.57 8.10 7.41
H 2.04 5.26 8.68
H 3.14 6.10 7.53
H 2.79 4.37 7.34
C -7.89 1.26 3.31
C -8.81 0.18 3.82
O -10.12 0.70 4.11
C -10.90 0.90 3.04
O -10.62 0.67 1.89
O -12.06 1.43 3.47
C -12.96 1.78 2.42
H -7.87 2.11 4.00
H -6.88 0.88 3.18
H -8.23 1.65 2.34
H -8.42 -0.21 4.77
H -8.88 -0.66 3.13
H -13.14 0.94 1.74
H -12.57 2.64 1.87
H -13.91 2.06 2.87
```

Atomic partial charges in e from the Mulliken method, atoms 1 to 8: number 1, C, carries -0.554; number 2, C, carries -0.208; number 3, C, carries 0.520; number 4, O, carries -0.568; number 5, O, carries -0.303; number 6, C, carries -0.107; number 7, C, carries -0.675; number 8, C, carries -0.775

=====

Here is the molecule C4H8O at a distorted geometry from the Open Molecules 2025 dataset. Energies are from the ωB97M-V functional and the def2-TZVPD basis.

structure (SMILES)	C=C[C@H](C)O
orbital gap	10.7	eV

Geometry as XYZ:
```
13
C4H8O (the ωB97M-V functional and the def2-TZVPD basis)
C 1.88 0.07 -0.37
C 0.92 -0.42 0.43
C -0.52 0.19 0.46
C -1.43 -0.62 -0.39
O -0.47 1.53 -0.08
H 2.89 -0.23 -0.33
H 1.62 0.92 -1.07
H 0.95 -1.30 1.19
H -0.88 0.24 1.44
H -1.22 -1.72 -0.23
H -2.57 -0.39 -0.25
H -1.12 -0.37 -1.44
H -0.07 2.10 0.64
```

Atomic partial charges in e from the Mulliken method, atoms 1 to 8: number 1, C, carries -0.687; number 2, C, carries -0.191; number 3, C, carries 0.146; number 4, C, carries -1.090; number 5, O, carries -0.579; number 6, H, carries 0.329; number 7, H, carries 0.251; number 8, H, carries 0.251

=====

Here is the molecule C6H12BNO3 at a distorted geometry from the Open Molecules 2025 dataset. Energies are from the ωB97M-V functional and the def2-TZVPD basis.

structure (SMILES)	CCOB(O)[C@H]1CCNC1=O
orbital gap	9.9	eV

Geometry as XYZ:
```
23
C6H12BNO3 (the ωB97M-V functional and the def2-TZVPD basis)
C 3.29 -0.21 0.43
C 2.19 0.85 0.39
O 1.45 0.84 -0.83
B 0.40 -0.01 -0.87
O 0.56 -1.39 -0.91
C -1.06 0.62 -0.89
C -2.24 -0.38 -0.99
C -2.42 -0.86 0.47
N -1.37 -0.15 1.21
C -1.24 1.06 0.56
O -1.32 2.14 1.01
H 3.43 -0.53 1.45
H 4.22 0.25 0.13
H 3.07 -1.03 -0.23
H 2.68 1.81 0.44
H 1.55 0.81 1.26
H 0.17 -1.70 -1.73
H -1.07 1.46 -1.57
H -3.08 0.19 -1.34
H -1.99 -1.24 -1.60
H -2.39 -1.94 0.52
H -3.36 -0.49 0.86
H -1.47 -0.11 2.22
```

Atomic partial charges in e from the Mulliken method, atoms 1 to 8: number 1, C, carries -1.026; number 2, C, carries -0.260; number 3, O, carries -0.574; number 4, B, carries 0.619; number 5, O, carries -0.526; number 6, C, carries 0.412; number 7, C, carries -0.867; number 8, C, carries -0.500